No. 1
Computed, not measured: a cluster of 14 separate species, C32H74O14 in total, with ωB97M-V/def2-TZVPD.

Last column: Löwdin charge in e.
CARTESIAN COORDINATES (ANGSTROEM)
C -3.5361 5.9500 -1.3854  -0.0267
C -3.0395 5.0239 -0.2826  -0.4492
O -2.7608 5.4545 0.8474  0.0287
C -2.8632 3.5285 -0.6205  -0.0196
H -3.6885 6.9669 -1.0238  0.0792
H -4.5254 5.5912 -1.6695  0.0841
H -2.8362 5.9515 -2.2210  0.0856
H -3.1479 3.3750 -1.6614  0.0618
H -3.4256 2.7960 -0.0415  0.0816
H -1.7911 3.3465 -0.5457  0.0752
C -5.5599 -1.8870 4.2119  -0.0163
C -6.4353 -1.4315 3.0446  -0.4805
O -6.0044 -1.1118 1.9419  0.0424
C -7.9241 -1.5173 3.2546  -0.0332
H -5.5509 -1.1415 5.0070  0.0854
H -4.5576 -2.0399 3.8117  0.0815
H -5.9611 -2.8134 4.6230  0.0777
H -8.3608 -1.7015 2.2730  0.0842
H -8.2968 -0.5825 3.6733  0.0868
H -8.2285 -2.2401 4.0116  0.0754
C 6.5309 1.9790 -0.7413  -0.0251
C 6.8941 2.5384 0.6184  -0.4960
O 7.0027 3.7447 0.7813  0.0555
C 7.2043 1.5515 1.6910  -0.0247
H 6.8150 2.8138 -1.3820  0.0808
H 5.4608 1.8135 -0.8664  0.0869
H 7.0984 1.0804 -0.9833  0.0792
H 6.9642 0.5777 1.2641  0.0653
H 6.4295 1.6634 2.4494  0.0882
H 8.1880 1.4577 2.1511  0.0909
C 6.5759 1.2302 7.0395  -0.0361
C 5.2853 1.9606 6.9227  -0.4706
O 5.2579 3.1804 6.6607  0.0328
C 4.0239 1.1639 7.2247  -0.0265
H 7.3918 1.8730 6.7092  0.0866
H 6.4895 0.2963 6.4842  0.0845
H 6.6952 0.9802 8.0937  0.0915
H 3.3954 0.9582 6.3582  0.0836
H 3.3536 1.6203 7.9531  0.0851
H 4.2767 0.1687 7.5904  0.0687
C 3.6661 2.0325 -5.4728  -0.0223
C 2.8464 0.9524 -4.7501  -0.4896
O 2.4204 1.2125 -3.6531  0.0554
C 2.4598 -0.3271 -5.4378  -0.0237
H 3.5307 2.0592 -6.5540  0.0749
H 4.7226 1.7730 -5.4055  0.0799
H 3.5599 3.0079 -4.9982  0.0816
H 1.4599 -0.2988 -5.8706  0.0866
H 2.6148 -1.2322 -4.8506  0.0861
H 3.0711 -0.4050 -6.3369  0.0697
C 0.9135 -0.0298 1.2301  -0.0268
C -0.2454 -0.9099 1.0027  -0.4891
O -1.0042 -1.3230 1.8675  0.0484
C -0.5588 -1.2308 -0.4715  -0.0208
H 1.7357 -0.3675 0.5993  0.0873
H 1.2618 -0.0229 2.2630  0.0877
H 0.7589 0.9792 0.8478  0.0882
H -0.4442 -0.3239 -1.0652  0.0766
H -1.5703 -1.5980 -0.6454  0.0716
H 0.0165 -2.1148 -0.7467  0.0772
C 1.9863 5.7199 0.6783  -0.0407
C 2.3323 6.3349 2.0159  -0.4235
O 2.3741 7.6018 2.1200  0.0095
C 2.6081 5.3547 3.1514  -0.0188
H 1.8196 6.3987 -0.1582  0.0786
H 1.1777 4.9933 0.7576  0.0742
H 2.8478 5.2104 0.2466  0.0792
H 2.1012 4.4061 2.9743  0.0693
H 2.3089 5.7258 4.1316  0.0855
H 3.6661 5.0971 3.1032  0.0881
C 0.6130 -6.3337 0.7455  -0.0246
C 1.5957 -5.8271 -0.2687  -0.5323
O 2.1696 -4.7871 -0.0830  0.0624
C 1.8179 -6.6815 -1.4664  -0.0209
H 0.9832 -7.2950 1.1017  0.0852
H -0.3247 -6.6959 0.3240  0.0812
H 0.3707 -5.6367 1.5477  0.0869
H 1.7806 -7.7491 -1.2498  0.0869
H 2.7727 -6.3707 -1.8904  0.0860
H 1.0615 -6.3712 -2.1873  0.0924
C -5.4680 1.6640 -6.5761  -0.0271
C -4.4287 2.5200 -5.8570  -0.4768
O -4.7593 3.5940 -5.3595  0.0424
C -3.0516 1.9092 -5.7607  -0.0217
H -5.8126 0.8941 -5.8856  0.0810
H -5.0335 1.2240 -7.4737  0.0733
H -6.3608 2.1956 -6.9055  0.0800
H -2.9420 1.3168 -4.8523  0.0865
H -2.3451 2.7064 -5.5296  0.0834
H -2.9116 1.3479 -6.6845  0.0793
C -4.1660 -6.5001 -2.0740  -0.2196
O -3.3520 -7.5355 -2.4218  -0.0985
H -3.5983 -5.7160 -1.5729  0.0789
H -4.4944 -5.9922 -2.9809  0.0761
H -5.0573 -6.7251 -1.4883  0.0787
H -3.7959 -7.9726 -3.1522  0.0829
C 6.4420 -3.4833 2.8620  -0.1628
O 5.2388 -2.8154 2.4958  -0.1247
H 6.4704 -3.6804 3.9336  0.0723
H 6.5072 -4.4015 2.2783  0.0765
H 7.3488 -2.9287 2.6204  0.0696
H 4.6659 -3.4469 2.0546  0.0657
C -6.7103 -2.0546 -3.0458  -0.1960
O -5.5257 -1.8112 -2.4227  -0.1216
H -7.0079 -3.0785 -2.8195  0.0786
H -7.4325 -1.3333 -2.6633  0.0835
H -6.5629 -1.8613 -4.1083  0.0788
H -5.6114 -1.4086 -1.5554  0.0830
C -1.7059 -3.4209 -4.8620  -0.1451
O -2.9746 -2.8516 -5.2148  -0.1355
H -1.0684 -3.8347 -5.6433  0.0784
H -1.1891 -2.5718 -4.4147  0.0681
H -1.8363 -4.1774 -4.0881  0.0667
H -3.3996 -2.5045 -4.4270  0.0575
C -1.4628 1.9833 5.3314  -0.1487
O -0.5455 2.9087 5.9661  -0.1301
H -2.3202 1.9257 6.0020  0.0698
H -1.8651 2.1075 4.3260  0.0710
H -0.9191 1.0387 5.3483  0.0742
H -1.0746 3.6723 6.2080  0.0638

Computed properties:
E ... -2316.7973 hartree
Spin multiplicity ... 1
Relative energy (zero: lowest compared OMol25 entry of this formula, charge and spin) ... 86.03 kcal/mol
Total charge ... 0

---

No. 2
Computed, not measured: a cluster of 11 separate species, C32H75N10O11 in total, with ωB97M-V/def2-TZVPD.

Last column: Löwdin charge in e.
CARTESIAN COORDINATES (ANGSTROEM)
C 1.0938 0.4502 -0.5032  -0.1672
C 0.0040 -0.5248 -0.9091  -0.6337
O -0.6328 -0.2536 -2.0938  -0.4119
H 1.6334 0.1506 0.3952  0.0314
H 0.7307 1.4757 -0.4356  0.0461
H 1.8768 0.4035 -1.2601  0.0476
H -0.6717 -0.6483 -0.0627  0.0456
H 0.4389 -1.5189 -1.0128  0.0510
C -6.9788 -2.7559 -3.6470  -0.3327
O -7.0422 -3.9473 -3.4071  0.0047
N -8.0369 -1.8789 -3.6513  -0.2055
C -8.0711 -0.4999 -4.0879  -0.0637
C -9.3089 -2.4539 -3.2154  -0.0578
H -6.0585 -2.3022 -4.0462  0.1364
H -8.3131 0.1726 -3.2649  0.0818
H -8.8792 -0.4519 -4.8178  0.0855
H -7.1110 -0.1723 -4.4867  0.0911
H -9.7850 -2.9023 -4.0873  0.0929
H -9.1746 -3.1865 -2.4197  0.0851
H -9.9161 -1.6738 -2.7562  0.0817
C 0.7286 6.7835 5.6690  -0.3584
O 1.0812 7.5378 4.7955  0.0061
N 0.4490 5.4985 5.3953  -0.1920
C -0.0898 4.6916 6.4989  -0.0619
C 0.5223 4.8529 4.1151  -0.0514
H 0.6196 7.1896 6.6865  0.1393
H -0.5788 3.8059 6.0934  0.0788
H -0.9107 5.1738 7.0297  0.0824
H 0.6715 4.3333 7.1919  0.0839
H 1.0686 5.5680 3.5001  0.0847
H 0.9491 3.8510 4.0681  0.0929
H -0.4571 4.8032 3.6393  0.0945
C -8.2942 -3.4854 2.3690  -0.2680
O -9.4040 -3.8967 2.7445  -0.0389
N -7.9665 -2.1327 2.6506  -0.1908
C -6.7133 -1.5284 2.0662  -0.0425
C -8.8258 -1.2822 3.4627  -0.0743
H -7.5668 -4.1396 1.8639  0.1333
H -7.0275 -0.6514 1.5003  0.0781
H -6.1905 -2.2055 1.3907  0.0810
H -6.0015 -1.2488 2.8429  0.0771
H -8.2518 -0.7753 4.2384  0.0834
H -9.3676 -0.5652 2.8459  0.0827
H -9.6338 -1.8040 3.9754  0.0789
C -3.9241 5.3053 -5.2738  -0.2851
O -3.0635 4.4133 -5.4296  -0.0065
N -4.6034 5.4916 -4.0911  -0.2153
C -5.5291 6.5164 -3.8854  -0.1097
C -4.4159 4.6079 -2.9467  -0.0371
H -4.2524 5.9362 -6.1143  0.1291
H -6.5710 6.2607 -4.0779  0.0833
H -5.2813 7.2369 -4.6649  0.0834
H -5.5487 6.9362 -2.8797  0.0895
H -5.3351 4.0473 -2.7766  0.0850
H -3.6576 3.8424 -3.1115  0.0963
H -4.2564 5.1833 -2.0348  0.0849
C -2.2719 -7.5914 3.7129  -0.3975
O -2.9255 -6.6441 3.9969  0.0399
N -1.7896 -7.8469 2.4921  -0.1994
C -1.9757 -6.8635 1.4578  -0.0499
C -0.8917 -8.9669 2.2016  -0.0511
H -2.0090 -8.4196 4.3890  0.1293
H -2.6673 -6.0356 1.6142  0.0910
H -2.3741 -7.3331 0.5584  0.0900
H -0.9859 -6.4348 1.3008  0.0956
H -0.4799 -9.4031 3.1117  0.0813
H -1.3709 -9.7324 1.5912  0.0853
H -0.0070 -8.5778 1.6977  0.0850
C 8.3642 3.9516 4.3179  -0.3809
O 9.3159 4.6820 4.2464  0.0151
N 7.4664 3.9261 3.3381  -0.1908
C 7.5817 4.8967 2.1980  -0.0183
C 6.1939 3.2819 3.4855  -0.0762
H 8.0677 3.3097 5.1619  0.1345
H 6.5623 5.1773 1.9332  0.0774
H 8.0434 4.4392 1.3230  0.0881
H 8.0666 5.8459 2.4261  0.0823
H 5.4503 3.9945 3.8422  0.0915
H 5.8335 2.7993 2.5770  0.0935
H 6.3618 2.4490 4.1682  0.0832
C 6.5105 -1.8983 -6.1616  -0.3545
O 5.6773 -1.3929 -5.4159  0.0022
N 7.6234 -2.4069 -5.6694  -0.2145
C 7.9476 -2.4093 -4.2371  -0.0227
C 8.6628 -2.9128 -6.5395  -0.0669
H 6.4335 -2.0254 -7.2525  0.1354
H 8.1578 -3.4276 -3.9101  0.0898
H 7.0972 -1.9398 -3.7426  0.0881
H 8.8443 -1.8127 -4.0698  0.0843
H 8.5462 -3.9961 -6.5071  0.0902
H 8.6297 -2.6315 -7.5921  0.0830
H 9.5785 -2.4728 -6.1445  0.0852
C -1.1430 -0.8880 7.9353  -0.3276
O -0.7565 -0.9520 9.0864  -0.0078
N -0.2093 -0.8230 6.9169  -0.1967
C -0.6397 -0.9040 5.5243  -0.0581
C 1.2150 -0.4620 7.1792  -0.0357
H -2.1917 -1.0071 7.6220  0.1302
H -0.4407 -0.0047 4.9414  0.0860
H -1.6711 -1.2534 5.5710  0.0806
H -0.0947 -1.7541 5.1140  0.0889
H 1.5836 -0.4959 8.2044  0.0806
H 1.9222 -1.1276 6.6842  0.0803
H 1.3411 0.5264 6.7374  0.0776
C 3.8547 5.9740 -4.7844  -0.3260
O 3.0103 5.1065 -4.9333  0.0187
N 3.9658 6.6334 -3.5881  -0.2021
C 4.7772 7.8038 -3.5024  -0.1006
C 3.0677 6.4164 -2.3986  -0.0116
H 4.5880 6.3480 -5.5156  0.1265
H 5.3647 7.8970 -4.4158  0.0813
H 5.1845 7.9764 -2.5062  0.0862
H 4.0883 8.6472 -3.5506  0.0792
H 2.2618 5.7548 -2.7161  0.0904
H 3.6744 6.0036 -1.5926  0.0806
H 2.7769 7.3465 -1.9102  0.0767
C 3.7092 -6.3068 -2.0762  -0.3293
O 4.4047 -7.0898 -1.4158  -0.0312
N 2.9352 -6.7349 -3.0980  -0.1784
C 2.4069 -5.8660 -4.1783  -0.0511
C 2.7679 -8.1983 -3.3274  -0.0390
H 3.7382 -5.2131 -1.9531  0.1385
H 2.4252 -4.8178 -3.8799  0.0894
H 1.4357 -6.2153 -4.5289  0.0816
H 2.9768 -5.8505 -5.1072  0.0763
H 2.4117 -8.4831 -4.3174  0.0815
H 3.7562 -8.5973 -3.0991  0.0762
H 2.0650 -8.6006 -2.5978  0.0845

Computed properties:
E ... -2639.3076 hartree
Spin multiplicity ... 1
Total charge ... -1

---

Across the entries above, HOMO-LUMO gap takes the values 0.3383; 0.1378 hartree, respectively.
Across the entries above, HOMO level takes the values -9.047; -2.086 eV, respectively.
Across the entries above, largest force on an atom takes the values 4.4; 3.9 eV Å⁻¹, respectively.